# C21H16N4O3PdS5

A molecular structure, C21H16N4O3PdS5 (ωB97M-V with the def2-TZVPD basis set, the OMol25 dataset).

XYZ file:
```
50
Properties=species:S:1:pos:R:3:forces:R:3
Pd -1.114009 0.075338 0.009752 -0.530 0.063 -0.440
N 2.253279 2.494019 -1.943148 0.031 0.055 -0.031
C 3.525390 2.413989 -1.389672 0.022 0.016 0.000
C 4.582369 3.117859 -1.960183 -0.074 -0.003 -0.007
C 5.828912 3.035452 -1.383652 0.106 -0.028 0.080
C 6.048893 2.257228 -0.232877 0.063 0.086 -0.094
C 5.017991 1.554862 0.335912 -0.115 -0.012 -0.022
C 3.741947 1.625294 -0.246346 0.293 0.158 -0.124
S 2.468731 0.715797 0.421765 -0.091 -0.329 0.312
N 1.159202 1.056645 -0.469092 -0.178 0.057 -0.243
C 1.149170 1.879923 -1.482122 -0.175 -0.003 0.025
C -0.152006 2.146928 -2.175634 0.312 -0.230 0.167
C -0.297301 3.137927 -3.124623 -0.058 0.057 -0.115
C -1.524822 3.273944 -3.767080 0.069 0.042 -0.005
C -2.546724 2.410033 -3.439183 -0.056 -0.035 -0.005
C -2.327315 1.462765 -2.446038 0.019 0.017 0.056
N -1.160399 1.339102 -1.820257 -0.124 0.264 0.140
H 2.162779 3.054824 -2.777924 0.022 0.014 -0.014
H 4.420990 3.724924 -2.842805 -0.004 -0.011 0.010
H 6.652602 3.581816 -1.823450 -0.004 -0.012 0.016
H 7.037080 2.210520 0.203848 -0.009 0.012 -0.018
H 5.180106 0.949836 1.219754 -0.027 0.002 -0.023
H 0.498387 3.827175 -3.374254 -0.016 -0.005 0.001
H -1.667353 4.046439 -4.510595 0.008 -0.011 0.006
H -3.512010 2.468365 -3.922081 0.011 -0.005 0.008
H -3.112933 0.789665 -2.131024 -0.028 -0.001 0.011
C -4.965241 1.632777 3.076773 0.153 0.047 0.002
O -3.595678 2.045478 2.800885 -0.127 0.003 -0.072
C -2.931930 1.455333 1.859701 -0.027 0.195 -0.030
S -3.490874 0.176961 0.922534 0.081 -0.168 -0.155
S -1.361930 2.031884 1.521860 0.145 -0.183 0.100
H -4.945698 0.671024 3.582221 -0.025 -0.029 0.001
H -5.528914 1.573787 2.149181 -0.001 0.010 -0.018
H -5.360663 2.407801 3.721380 -0.013 -0.013 0.040
O -0.537413 -3.270760 -1.351312 -0.048 0.089 -0.071
S -1.496174 -3.316460 -0.294874 -0.141 -0.035 -0.001
O -2.892721 -3.356335 -0.563886 0.035 0.072 -0.025
N -1.166262 -1.969610 0.706727 0.520 -0.066 0.104
C -0.590757 -2.338457 1.803026 -0.051 0.048 -0.061
S 0.007152 -1.047609 2.760124 0.011 -0.133 0.332
C -0.510495 -3.790880 2.043497 -0.056 0.212 0.030
C -0.076610 -4.480309 3.159320 0.056 -0.041 0.079
C -0.170822 -5.868074 3.140815 -0.002 0.039 -0.020
C -0.693778 -6.533578 2.037527 -0.005 -0.022 0.000
C -1.136284 -5.838385 0.912991 0.057 -0.002 0.019
C -1.022142 -4.467738 0.946048 -0.028 -0.189 0.056
H 0.311620 -3.960907 4.027010 -0.010 -0.016 -0.015
H 0.157083 -6.436929 3.999636 -0.002 0.000 0.000
H -0.765707 -7.612791 2.051779 0.006 0.008 0.006
H -1.548719 -6.356893 0.058043 0.002 0.016 0.005
```
Positions in Å, forces in eV/Å.

HOMO level (spin up / spin down) = -13.394 / -13.971 eV
Frontier orbital gap (spin up / spin down) = 6.61 / 5.31 eV
Multiplicity = 5
⟨S²⟩ = 6.03
Total charge = +2

***

# C11H21N2O

A molecular structure, C11H21N2O (ωB97M-V with the def2-TZVPD basis set, the OMol25 dataset).

XYZ file:
```
35
Properties=species:S:1:pos:R:3:forces:R:3
C 1.328339 -1.339677 -1.180101 -0.421 0.057 0.089
C 1.048114 -2.547931 -0.735420 -0.264 -0.485 0.493
C -0.703402 -0.627049 0.210013 3.990 0.063 -1.269
C -1.714389 1.636129 -0.588666 0.082 -3.577 0.483
C -3.011445 0.076862 0.923791 -1.828 0.411 1.226
C -2.316605 -0.610580 -1.486987 1.374 -2.218 1.175
C 2.551129 -0.355049 1.310461 -0.181 -1.202 -3.137
C 2.742476 1.411321 -0.734469 0.518 0.140 1.416
C 1.009644 1.455652 1.233390 1.536 2.504 -0.639
C -1.920577 0.110281 -0.151400 -0.682 1.866 -0.612
C 1.861754 0.638324 0.268780 0.461 -1.789 1.924
N 0.965050 -0.103952 -0.668215 -4.138 -0.744 1.871
N -0.567068 -1.754184 0.800710 -1.173 -1.531 0.651
O 0.422716 -2.780659 0.474182 -0.481 1.492 0.536
H 1.613875 -1.261737 -2.173005 1.051 -0.130 -1.885
H 1.172652 -3.470397 -1.298156 0.096 0.236 0.179
H -1.034469 1.603974 -1.394865 1.091 0.476 -0.710
H -2.666645 1.903202 -0.963917 -0.890 0.849 0.118
H -1.349934 2.055217 0.294249 0.209 1.711 0.837
H -3.569667 -0.881885 0.928516 0.247 0.554 0.088
H -3.778306 0.930695 0.991265 0.823 -1.159 -1.601
H -2.723209 0.319275 1.954616 1.111 -0.794 -0.049
H -2.935061 -1.498407 -1.261611 0.589 0.153 -0.344
H -1.480928 -0.802517 -2.207308 -0.319 -0.271 1.067
H -2.872948 0.045164 -2.027258 -2.058 1.993 -1.322
H 3.501263 0.098321 1.606245 -0.328 -0.406 0.509
H 1.772512 -0.510500 2.053707 0.725 -0.097 0.587
H 2.704000 -1.385564 0.781320 0.285 1.886 1.137
H 3.431485 2.175277 -0.283545 -0.346 -1.151 -0.003
H 1.998040 2.018209 -1.188493 -0.302 0.435 -1.399
H 3.287951 0.708083 -1.395757 -0.377 0.706 0.212
H 0.523740 2.305929 0.734452 0.141 -0.195 0.229
H 0.280271 0.814527 1.659963 -0.706 -0.388 0.698
H 1.680822 1.884226 2.047227 -0.945 -0.621 -0.961
H -1.251165 -2.260582 1.466290 1.111 1.225 -1.595
```
Positions in Å, forces in eV/Å.

HOMO level = -12.993 eV
Frontier orbital gap = 8.51 eV
Total charge = +1

***

So what do the calculations give for energy above the lowest of the compared OMol25 structures with the same formula, charge and spin? Going down the list: 0.994; 7.302 eV.
So what do the calculations give for energy? Going down the list: -91778.483; -16762.201 eV.